A molecular structure, C37H35CdN8O3P, computed with the ωB97M-V functional and the def2-TZVPD basis.

```
85
Properties=species:S:1:pos:R:3:forces:R:3
Cd 0.07450 0.26479 -0.07132 0.4 0.1 -0.3
C 1.04367 5.27329 -2.88908 0.0 0.0 0.0
C 0.30876 4.18277 -3.33359 0.0 0.0 0.0
C 0.56687 2.91115 -2.84318 -0.1 0.1 0.0
C 1.56842 2.71076 -1.89500 -0.1 -0.1 0.0
C 2.30144 3.81136 -1.44564 0.0 0.0 0.0
C 2.04263 5.07901 -1.94296 0.0 0.0 0.0
N 1.74601 1.44363 -1.32053 0.0 0.0 0.2
C 2.89561 0.82659 -1.34318 0.2 0.0 -0.1
C 3.99086 1.16230 -2.23180 -0.1 0.0 0.0
C 5.12123 0.42248 -2.25511 0.1 -0.1 0.0
C 5.32862 -0.70031 -1.38624 -0.1 0.1 0.0
C 4.36764 -1.02575 -0.49264 0.0 0.0 -0.1
C 3.15118 -0.28225 -0.43370 0.0 -0.1 0.2
N 2.22604 -0.47790 0.51108 0.0 0.0 -0.1
N 2.43118 -1.26413 1.49889 -0.2 0.0 0.1
C 1.36535 -1.24510 2.41201 0.2 -0.1 -0.1
C 1.62211 -1.77509 3.68296 0.0 0.0 0.0
C 0.63667 -1.72368 4.64098 0.0 0.0 0.0
C -0.60041 -1.16220 4.32216 0.0 0.0 0.0
C -0.78309 -0.69201 3.03976 0.0 -0.1 -0.1
N 0.16893 -0.73773 2.10215 0.0 0.2 -0.1
H 0.83727 6.26475 -3.27068 0.0 0.0 0.0
H -0.47593 4.31955 -4.06769 0.0 0.0 0.0
H -0.00964 2.06038 -3.18192 0.0 0.0 0.0
H 3.06937 3.65808 -0.69607 0.0 0.0 0.0
H 2.62005 5.92202 -1.58342 0.0 0.0 0.0
H 3.85766 1.98994 -2.91536 0.0 0.0 0.0
H 5.89981 0.67719 -2.96513 0.0 0.0 0.0
H 6.24273 -1.27372 -1.45668 0.0 0.0 0.0
H 4.48135 -1.85655 0.19061 0.0 0.0 0.0
H 2.60176 -2.18840 3.87733 0.0 0.0 0.0
H 0.82430 -2.11304 5.63375 0.0 0.0 0.0
H -1.40368 -1.10506 5.04247 0.0 0.0 0.0
H -1.73654 -0.28339 2.72306 0.0 0.0 0.0
C 2.36378 -2.24984 -4.55737 0.0 0.0 0.0
C 2.14378 -2.68438 -3.25807 0.0 0.0 0.0
C 1.14137 -2.11756 -2.48686 0.1 0.0 0.0
C 0.32760 -1.10082 -2.99326 -0.1 0.0 0.1
C 0.57099 -0.65599 -4.29816 0.0 0.0 0.0
C 1.57141 -1.22897 -5.06685 0.0 0.0 0.0
N -0.58986 -0.49094 -2.12856 0.0 0.1 0.1
C -1.74846 0.01426 -2.54884 -0.1 -0.2 -0.2
C -2.44267 -0.43968 -3.72260 0.1 0.0 0.1
C -3.65456 0.06829 -4.07920 -0.1 0.0 0.0
C -4.29528 1.08644 -3.32857 0.0 -0.1 0.0
C -3.67453 1.55879 -2.21252 0.0 0.0 0.0
C -2.42466 1.04142 -1.80680 0.1 0.2 0.1
N -1.74416 1.54884 -0.73079 -0.1 -0.1 -0.2
N -2.14080 2.58628 -0.15167 0.1 0.1 0.2
C -1.26273 3.02277 0.88351 -0.2 0.1 -0.1
C -1.56084 4.25584 1.45348 0.0 0.0 0.0
C -0.71103 4.75760 2.41941 0.0 0.0 0.0
C 0.40295 4.01636 2.79429 0.0 0.0 0.0
C 0.60777 2.79201 2.18408 0.0 -0.1 0.0
N -0.20817 2.30499 1.25365 -0.1 0.0 -0.1
H 3.15118 -2.68576 -5.15812 0.0 0.0 0.0
H 2.76589 -3.46268 -2.83239 0.0 0.0 0.0
H 0.99216 -2.43998 -1.46232 0.0 0.0 0.0
H -0.01252 0.16059 -4.70385 0.0 0.0 0.0
H 1.74358 -0.85764 -6.06982 0.0 0.0 0.0
H -1.99787 -1.23928 -4.29823 0.0 0.0 0.0
H -4.15245 -0.33231 -4.95477 0.0 0.0 0.0
H -5.25915 1.46817 -3.63510 0.0 0.0 0.0
H -4.12128 2.33268 -1.60255 0.0 0.0 0.0
H -2.43552 4.79065 1.11205 0.0 0.0 0.0
H -0.91060 5.71985 2.87289 0.0 0.0 0.0
H 1.09749 4.37480 3.54051 0.0 0.0 0.0
H 1.45551 2.16667 2.44482 0.0 0.0 0.0
C -0.97635 -4.73078 -1.48099 0.0 0.0 0.0
O -1.87406 -3.67341 -1.14709 -0.1 0.0 0.0
P -1.43850 -2.70343 0.08818 0.1 0.0 0.0
O -2.57434 -1.58261 -0.06192 0.0 0.1 0.1
C -3.91121 -1.82261 -0.51680 0.0 0.0 0.0
O -2.04118 -3.48823 1.39728 0.0 -0.1 0.0
C -1.10897 -4.20240 2.20477 0.0 0.0 0.0
H -1.47101 -5.68653 -1.30974 0.0 0.0 0.0
H -0.06310 -4.69290 -0.87742 0.0 0.0 0.0
H -0.69668 -4.63793 -2.52916 0.0 0.0 0.0
H -4.46472 -0.90229 -0.34626 0.0 0.0 0.0
H -4.36541 -2.64152 0.04125 0.0 0.0 0.0
H -3.90575 -2.05409 -1.58082 0.0 0.0 0.0
H -1.33799 -4.00855 3.25161 0.0 0.0 0.0
H -0.08194 -3.87843 2.00559 0.0 0.0 0.0
H -1.18576 -5.27391 2.01294 0.0 0.0 0.0
```
Positions in Å, forces in eV/Å.

Calculated values
ΔE to the lowest compared entry with this formula, charge and spin in kcal/mol: 0.0
HOMO-LUMO gap in eV: 5.874
E_tot in eV: -70853.8684
Net charge: 0

Atomic partial charges in e from the Löwdin method, atoms 1 to 4: number 1, Cd, carries 1.39; number 2, C, carries -0.11; number 3, C, carries -0.08; number 4, C, carries -0.03